1.
DFT (wB97M-V/def2-TZVPD) results for a single C14H14Si molecule at a distorted geometry.

The HOMO energy is -8.3 eV. The calculation puts the gap between HOMO and LUMO at 8.80 eV. Its total energy is -831.23638 a.u. Its lowest unoccupied orbital energy is 0.5032 eV. Its structure (SMILES) is C[Si@H](C#Cc1ccccc1)C1=CC=CC1.

Element x y z (Å)
C  -1.25477  -0.83069  -3.01651
Si  -1.92259  -0.33783  -1.25830
C  -0.64832  0.73102  -0.39790
C  0.33069  1.30853  -0.00341
C  1.50521  1.98429  0.35451
C  2.70553  1.58193  -0.17109
C  3.84504  2.22213  0.04966
C  4.00063  3.25060  1.00510
C  2.72934  3.61069  1.61865
C  1.52053  3.02011  1.31807
C  -2.09778  -1.73002  -0.08190
C  -3.13854  -1.91005  0.77095
C  -3.03289  -3.02666  1.50748
C  -1.91691  -3.69017  1.16606
C  -1.17507  -2.89043  0.07414
H  -0.23298  -1.00652  -2.86120
H  -1.68520  -1.83156  -3.14034
H  -1.44502  -0.20809  -3.86539
H  -3.24561  0.62519  -1.23493
H  2.63079  0.71692  -0.83281
H  4.63393  1.79370  -0.44444
H  4.97796  3.68432  1.19212
H  2.88485  4.50145  2.35932
H  0.54201  3.39187  1.77347
H  -4.03509  -1.18824  0.97280
H  -3.72615  -3.35085  2.25509
H  -1.47308  -4.55366  1.60107
H  -0.15722  -2.41622  0.14219
H  -1.11928  -3.45180  -0.85245

Atoms 1-3, force components in eV/Å:
-1.852 -0.705 1.972
-0.637 2.379 -0.165
-0.651 -0.657 -0.935

Charges obtained by Löwdin population analysis, quoted in units of e: atom 1 (C): -0.18, atom 2 (Si): 0.62, atom 3 (C): -0.08, atom 4 (C): -0.08, atom 5 (C): -0.27, atom 6 (C): -0.08, atom 7 (C): -0.11, atom 8 (C): -0.03, atom 9 (C): -0.09, atom 10 (C): -0.04, atom 11 (C): -0.35, atom 12 (C): -0.16, atom 13 (C): -0.14, atom 14 (C): -0.04, atom 15 (C): -0.17, atom 16 (H): 0.00, atom 17 (H): 0.02, atom 18 (H): 0.02, atom 19 (H): 0.02, atom 20 (H): 0.13, atom 21 (H): 0.08, atom 22 (H): 0.10, atom 23 (H): 0.13, atom 24 (H): 0.14, atom 25 (H): 0.15, atom 26 (H): 0.11, atom 27 (H): 0.09, atom 28 (H): 0.14, atom 29 (H): 0.12

---

2.
DFT (wB97M-V/def2-TZVPD) results for 2 unconnected molecules or ions with the total composition C5H13NO at a distorted geometry.

The HOMO energy (alpha / beta) is -15.2 / -15.2 eV. The calculation puts the gap between HOMO and LUMO (alpha / beta) at 9.84 / 6.45 eV. Its total energy is -327.90528 a.u. Its lowest unoccupied orbital energy (alpha / beta) is -5.3756 / -8.7568 eV. The spin multiplicity is 2. The charge is +1.

Element x y z (Å)
C  -0.85589  -1.85717  1.83790
C  -1.11496  -1.54257  0.38533
C  -1.82932  -0.25061  0.02983
C  -0.92821  0.98251  0.34694
C  1.57441  1.15525  0.44155
N  0.51601  0.57736  0.14985
H  0.18210  -1.57884  2.12030
H  -1.47524  -1.33693  2.57728
H  -0.75989  -2.88162  2.20952
H  -0.17876  -1.57530  -0.18915
H  -1.72028  -2.36552  -0.00983
H  -2.10086  -0.35305  -1.02308
H  -2.76951  -0.07184  0.55482
H  -1.09851  1.05022  1.42196
H  -1.14682  1.89950  -0.19593
H  2.51872  0.60530  0.35692
H  1.73638  2.21401  0.65864
H  1.59174  0.56144  -2.25465
H  2.32362  1.82512  -2.56288
O  2.24361  0.90962  -2.83819

Atoms 1-3, force components in eV/Å:
1.988 0.639 1.845
-0.901 -1.344 0.066
0.155 0.592 -0.709

Charges obtained by Löwdin population analysis, quoted in units of e: atom 1 (C): -0.10, atom 2 (C): -0.27, atom 3 (C): -0.17, atom 4 (C): -0.08, atom 5 (C): 0.13, atom 6 (N): 0.18, atom 7 (H): 0.07, atom 8 (H): 0.09, atom 9 (H): 0.09, atom 10 (H): 0.11, atom 11 (H): 0.12, atom 12 (H): 0.12, atom 13 (H): 0.13, atom 14 (H): 0.14, atom 15 (H): 0.15, atom 16 (H): 0.15, atom 17 (H): 0.15, atom 18 (H): -0.02, atom 19 (H): 0.04, atom 20 (O): -0.02

---

The molecular weight results, record by record, are as follows: 210.35; 103.16 g mol⁻¹.